Record 1
A molecular structure, C5H9N3O, computed with ωB97M-V/def2-TZVPD.

```
18
Properties=species:S:1:pos:R:3
C 2.260 0.631 1.569
C 0.366 0.256 -0.002
C -0.960 0.136 -2.089
C -0.880 -0.250 -0.592
C -1.675 -1.115 0.223
H 2.093 0.924 2.628
H 2.607 -0.622 1.321
H 2.735 1.552 0.980
H 0.688 1.051 -2.573
H -1.509 -0.483 -2.773
H -1.705 1.294 -2.065
H -2.380 -1.652 -0.448
H -0.750 -0.116 2.045
H -2.188 -1.298 2.068
N 1.206 0.338 -0.970
N 0.635 0.084 -2.235
N -1.265 -1.208 1.620
O 0.723 0.477 1.294
```

## Properties
E_tot in eV: -11841.79966
LUMO energy in eV: 0.7908
E_HOMO in eV: -7.61

=====

Record 2
5 unconnected molecules or ions with the total composition C36H79IN2O23P5S, computed with ωB97M-V/def2-TZVPD.

```
147
Properties=species:S:1:pos:R:3
O 13.081 -4.959 3.245
C 12.539 -5.339 2.242
O 11.258 -5.045 1.954
C 10.449 -6.212 1.706
C 10.128 -7.023 2.965
C 8.728 -6.813 3.508
I 8.773 -4.634 4.292
C 8.363 -7.573 4.809
O 6.998 -7.334 4.963
P 6.284 -7.823 3.407
C 4.864 -8.708 4.329
C 3.411 -8.251 4.130
S 2.690 -7.499 5.646
C 2.632 -5.788 5.335
N 1.806 -5.059 4.663
N 2.297 -3.786 4.778
C 3.360 -3.800 5.468
O 3.637 -5.055 5.880
C 5.398 -6.163 3.156
C 4.638 -6.045 1.808
C 5.171 -4.977 0.892
O 5.516 -5.186 -0.243
O 5.197 -3.716 1.398
O 7.750 -7.040 2.640
H 13.080 -5.909 1.465
H 10.961 -6.836 0.969
H 9.510 -5.842 1.298
H 10.832 -6.765 3.761
H 10.261 -8.086 2.743
H 8.719 -8.608 4.867
H 8.855 -7.041 5.627
H 5.872 -8.392 2.148
H 7.034 -9.058 3.555
H 4.926 -9.765 4.046
H 5.084 -8.697 5.396
H 2.779 -9.133 4.012
H 3.215 -7.636 3.256
H 4.003 -2.994 5.769
H 4.793 -5.861 4.004
H 6.210 -5.436 3.098
H 3.616 -5.736 2.069
H 4.530 -6.997 1.292
H 5.384 -3.761 2.345
O -0.968 -0.746 2.353
P -1.978 -0.863 3.414
O -2.107 -2.372 3.912
C -0.990 -2.992 4.585
C -0.762 -2.404 5.964
O -3.406 -0.702 2.659
C -3.463 -0.402 1.267
C -3.493 -1.667 0.428
O -2.489 -0.098 4.732
C -1.954 1.208 5.028
C -2.209 2.208 3.917
H -0.089 -2.906 3.977
H -1.233 -4.048 4.677
H -0.403 -1.374 5.901
H -0.013 -2.985 6.502
H -1.689 -2.391 6.538
H -2.634 0.245 0.979
H -4.379 0.167 1.098
H -2.764 -2.402 0.766
H -3.293 -1.441 -0.621
H -4.474 -2.140 0.496
H -0.881 1.122 5.224
H -2.431 1.535 5.951
H -1.690 1.922 2.998
H -1.851 3.197 4.205
H -3.272 2.268 3.684
O -2.964 2.865 -2.185
P -2.800 2.667 -3.632
O -3.777 1.504 -4.151
C -5.192 1.693 -4.036
C -5.708 2.852 -4.872
O -1.367 1.951 -3.810
C -0.490 1.751 -2.696
C -0.739 0.422 -2.016
O -2.673 3.427 -5.058
C -2.508 4.862 -5.046
C -1.260 5.293 -4.300
H -5.469 1.859 -2.991
H -5.631 0.748 -4.352
H -5.359 3.803 -4.461
H -6.798 2.855 -4.862
H -5.355 2.785 -5.901
H -0.578 2.576 -1.988
H 0.527 1.782 -3.089
H -1.803 0.230 -1.872
H -0.247 0.386 -1.043
H -0.355 -0.398 -2.625
H -3.395 5.325 -4.603
H -2.456 5.177 -6.086
H -1.320 5.031 -3.240
H -1.131 6.374 -4.369
H -0.378 4.801 -4.708
O -7.373 0.941 -9.598
P -6.075 0.969 -10.289
O -5.667 2.483 -10.632
C -5.400 3.384 -9.550
C -4.118 3.045 -8.812
O -6.373 0.427 -11.785
C -7.661 -0.061 -12.152
C -8.547 1.045 -12.695
O -4.618 0.312 -10.231
C -4.389 -0.808 -9.340
C -5.296 -1.983 -9.645
H -6.251 3.393 -8.863
H -5.321 4.374 -9.996
H -4.224 2.105 -8.265
H -3.869 3.824 -8.090
H -3.287 2.928 -9.506
H -8.135 -0.563 -11.309
H -7.499 -0.818 -12.921
H -8.490 1.938 -12.075
H -9.586 0.717 -12.744
H -8.229 1.330 -13.700
H -4.521 -0.480 -8.307
H -3.346 -1.089 -9.463
H -6.346 -1.729 -9.474
H -5.049 -2.827 -9.003
H -5.199 -2.285 -10.688
O -0.483 6.679 3.888
P -0.086 7.646 4.920
O 1.505 7.840 4.916
C 2.138 8.425 3.772
C 1.823 9.902 3.616
O -0.256 6.870 6.329
C -0.812 5.557 6.382
C 0.256 4.488 6.256
O -0.522 9.062 5.535
C -1.791 9.630 5.141
C -2.959 8.721 5.472
H 1.854 7.871 2.873
H 3.208 8.291 3.922
H 0.775 10.056 3.350
H 2.434 10.339 2.825
H 2.006 10.437 4.547
H -1.579 5.436 5.616
H -1.314 5.469 7.347
H 0.965 4.710 5.459
H -0.196 3.515 6.056
H 0.833 4.413 7.179
H -1.771 9.851 4.070
H -1.883 10.576 5.670
H -2.908 7.788 4.906
H -3.901 9.210 5.224
H -2.957 8.462 6.530
```

## Properties
E_tot in eV: -154073.93122
LUMO energy in eV: 1.4895
E_HOMO in eV: -5.52
Net charge: -1

=====

Record 3
A molecular structure, C31H45CeO3, computed with ωB97M-V/def2-TZVPD.

```
80
Properties=species:S:1:pos:R:3
O 1.000 -2.796 -2.851
C 0.368 -4.096 -2.553
C 0.643 -4.819 -3.862
H -0.716 -4.000 -2.388
H 0.854 -4.687 -1.754
C 1.277 -3.461 -4.150
H -0.266 -5.073 -4.431
H 1.327 -5.657 -3.677
C 0.637 -2.794 -5.346
H -0.458 -2.795 -5.280
H 0.897 -3.357 -6.255
H 1.013 -1.776 -5.484
C 2.774 -3.610 -4.320
H 3.214 -4.139 -3.460
H 3.243 -2.622 -4.414
H 3.010 -4.188 -5.231
Ce 0.813 0.212 -0.073
C 2.788 0.834 1.334
C 2.005 -0.031 2.192
C 2.014 -1.346 1.622
H 1.538 0.258 3.132
C 2.765 -1.303 0.396
C 3.297 0.023 0.247
H 3.978 0.332 -0.547
H 2.995 1.897 1.492
H 1.558 -2.234 2.033
H 2.865 -2.119 -0.329
C 0.843 2.800 -0.772
C 2.128 2.220 -1.019
C 1.974 1.210 -2.021
H 3.049 2.560 -0.564
C 0.586 1.179 -2.410
C -0.100 2.173 -1.642
H -1.162 2.446 -1.722
H 0.663 3.614 -0.060
H 2.739 0.510 -2.348
H 0.157 0.449 -3.095
O -2.734 -3.102 -1.400
C -1.523 -2.384 -1.050
C -0.759 -3.194 0.032
H -1.804 -1.436 -0.525
H -0.915 -2.150 -1.940
C -1.899 -3.966 0.726
H -0.245 -2.539 0.752
H -0.014 -3.846 -0.423
C -3.135 -3.798 -0.186
H -2.011 -3.511 1.718
H -1.716 -5.038 0.813
H -3.901 -3.173 0.338
H -3.593 -4.778 -0.432
C -3.773 2.719 0.232
C -3.290 1.703 1.274
C -2.892 0.384 0.601
C -2.324 2.377 2.241
C -2.937 3.259 3.135
C -2.210 4.039 4.022
C -0.828 4.019 3.951
C -0.163 3.244 3.004
C 1.343 3.430 2.932
C 1.775 4.872 2.675
C 1.984 2.974 4.243
C -0.896 2.309 2.190
O -0.290 1.450 1.388
H -2.938 3.098 -0.373
H -4.249 3.567 0.736
H -4.504 2.252 -0.433
H -4.160 1.453 1.908
H -2.327 0.577 -0.330
H -2.358 -0.292 1.289
H -3.818 -0.134 0.294
H -4.028 3.343 3.142
H -2.709 4.674 4.758
H -0.243 4.641 4.634
H 1.679 2.831 2.090
H 1.522 5.498 3.540
H 2.862 4.930 2.520
H 1.293 5.280 1.779
H 1.677 1.953 4.499
H 3.079 3.010 4.193
H 1.661 3.642 5.055
```

## Properties
E_tot in eV: -51945.99595
LUMO energy (spin up / spin down) in eV: 0.3157 / 0.3155
E_HOMO (spin up / spin down) in eV: -7.08 / -7.10
2S+1: 2

=====

Record 4
7 unconnected molecules or ions with the total composition C33H32F48O9S, computed with ωB97M-V/def2-TZVPD.

```
123
Properties=species:S:1:pos:R:3
O -4.084 -38.211 -18.470
S -3.908 -37.267 -19.598
O -5.059 -36.517 -20.121
O -2.740 -36.183 -19.236
C -2.902 -35.349 -18.086
C -1.692 -34.542 -17.725
C -3.100 -38.244 -20.951
H -3.274 -36.009 -17.302
H -3.768 -34.733 -18.330
H -1.808 -34.100 -16.735
H -1.531 -33.715 -18.416
H -0.760 -35.071 -17.526
H -2.018 -38.125 -20.893
H -3.489 -37.874 -21.899
H -3.369 -39.292 -20.818
C -9.462 -28.269 -22.063
C -8.118 -27.950 -22.818
C -6.939 -28.912 -22.532
F -7.351 -30.091 -23.156
F -5.783 -28.442 -23.052
F -8.403 -27.884 -24.111
F -7.699 -26.726 -22.413
O -9.407 -28.157 -20.588
C -9.917 -29.295 -19.862
C -9.766 -28.870 -18.375
F -10.471 -27.784 -18.068
F -9.955 -29.710 -17.330
F -11.156 -29.617 -20.282
F -9.149 -30.359 -20.193
H -9.842 -29.243 -22.371
H -10.275 -27.587 -22.313
H -6.773 -29.077 -21.468
H -8.743 -28.524 -18.225
C -7.187 -37.356 -24.724
C -6.028 -36.646 -23.988
C -6.535 -35.492 -23.169
F -6.941 -34.288 -23.723
F -7.570 -35.747 -22.306
F -5.465 -37.513 -23.171
F -5.079 -36.289 -24.865
O -6.818 -38.755 -25.087
C -7.843 -39.670 -25.483
C -7.334 -40.927 -26.161
F -8.160 -42.010 -26.301
F -6.922 -40.512 -27.363
F -8.457 -39.931 -24.317
F -8.847 -39.163 -26.298
H -7.628 -36.733 -25.502
H -7.991 -37.469 -23.997
H -5.736 -35.228 -22.476
H -6.496 -41.356 -25.612
C -8.997 -39.206 -18.805
C -9.370 -38.010 -19.753
C -9.057 -36.595 -19.196
F -9.562 -35.621 -19.993
F -9.481 -36.314 -17.929
F -8.730 -38.220 -20.875
F -10.680 -38.006 -20.123
O -9.265 -38.956 -17.349
C -10.428 -39.609 -16.825
C -11.014 -38.742 -15.745
F -11.280 -37.492 -16.091
F -11.983 -39.146 -14.997
F -11.332 -39.837 -17.854
F -10.081 -40.876 -16.454
H -7.917 -39.342 -18.850
H -9.406 -40.096 -19.284
H -7.973 -36.541 -19.093
H -10.304 -38.786 -14.919
C -1.367 -35.161 -25.802
C 0.243 -35.097 -25.993
C 0.685 -35.912 -27.296
F -0.010 -35.565 -28.405
F 1.951 -35.546 -27.523
F 0.702 -33.829 -26.044
F 0.774 -35.625 -24.809
O -1.846 -36.528 -26.016
C -1.652 -37.543 -25.041
C -2.645 -38.567 -25.266
F -2.774 -39.042 -26.493
F -2.328 -39.660 -24.611
F -0.332 -37.912 -25.130
F -1.854 -37.095 -23.745
H -1.962 -34.610 -26.530
H -1.505 -34.771 -24.793
H 0.523 -36.990 -27.278
H -3.558 -38.163 -24.828
C -1.912 -26.587 -21.351
C -2.068 -25.266 -22.170
C -3.368 -25.256 -23.053
F -3.630 -24.133 -23.696
F -3.160 -26.140 -23.954
F -2.213 -24.294 -21.310
F -1.047 -24.933 -22.844
O -2.915 -26.720 -20.302
C -3.335 -28.026 -19.921
C -4.390 -27.973 -18.741
F -4.888 -29.122 -18.257
F -4.222 -27.058 -17.787
F -3.772 -28.613 -21.037
F -2.213 -28.763 -19.619
H -0.937 -26.543 -20.868
H -1.873 -27.409 -22.067
H -4.280 -25.525 -22.519
H -5.303 -27.682 -19.262
C -5.792 -31.858 -20.065
C -6.307 -31.977 -18.580
C -6.988 -33.318 -18.155
F -7.936 -33.734 -18.971
F -6.119 -34.309 -18.043
F -5.241 -31.734 -17.828
F -7.080 -30.850 -18.364
O -4.841 -32.828 -20.353
C -3.692 -32.409 -21.024
C -2.864 -33.663 -21.495
F -3.446 -34.755 -22.095
F -1.777 -33.302 -22.249
F -3.968 -31.515 -21.947
F -2.931 -31.706 -20.193
H -5.428 -30.841 -20.215
H -6.589 -31.935 -20.804
H -7.446 -33.171 -17.176
H -2.323 -34.110 -20.661
```

## Properties
E_tot in eV: -194424.63738
LUMO energy (spin up / spin down) in eV: -3.1012 / -11.2802
E_HOMO (spin up / spin down) in eV: -12.86 / -12.86
Net charge: +1
2S+1: 2

=====

So what do the calculations give for max |F|? Going down the list: 6.153 5.299 4.234 4.941 eV/A.